1.
A cluster of 13 separate species, C47H101N4O36P9 in total at a distorted geometry. Source: OMol25; level of theory: ωB97M-V/def2-TZVPD.

Output
Highest occupied orbital energy: -9.2 eV

Last column: Mulliken charge in e.
Cartesian coordinates (Å):
N (0.872, 0.102, -0.487)  1.48
C (1.034, -1.157, -0.019)  -0.88
C (0.359, -1.696, 1.069)  -1.53
C (-0.629, -0.897, 1.663)  0.87
C (-0.782, 0.385, 1.138)  0.71
C (-0.047, 0.866, 0.085)  -0.66
H (1.669, -1.750, -0.654)  0.26
H (0.492, -2.725, 1.367)  1.09
H (-1.206, -1.109, 2.512)  -0.74
H (-1.460, 1.055, 1.691)  -0.75
H (-0.202, 1.878, -0.267)  0.19
N (4.691, -5.013, 1.636)  -0.57
C (4.623, -3.904, 0.928)  -0.47
C (4.241, -2.710, 1.502)  0.10
C (3.943, -2.609, 2.837)  -0.55
C (4.139, -3.779, 3.529)  -0.21
C (4.463, -4.993, 2.936)  -0.66
H (4.920, -3.942, -0.129)  0.59
H (4.087, -1.852, 0.853)  0.30
H (3.624, -1.690, 3.280)  0.67
H (4.037, -3.818, 4.621)  0.37
H (4.496, -5.953, 3.444)  0.40
N (-3.815, -6.441, -0.508)  -0.63
C (-2.897, -6.373, -1.478)  -0.49
C (-1.672, -5.664, -1.319)  -0.30
C (-1.508, -4.919, -0.164)  -0.11
C (-2.433, -5.086, 0.878)  -0.31
C (-3.559, -5.821, 0.646)  -0.34
H (-3.081, -6.985, -2.328)  0.45
H (-0.964, -5.560, -2.118)  0.36
H (-0.662, -4.242, -0.020)  0.34
H (-2.325, -4.617, 1.824)  0.40
H (-4.296, -5.906, 1.452)  0.44
N (-5.828, -0.721, -1.447)  -0.59
C (-5.306, -1.909, -1.641)  -0.72
C (-4.112, -2.278, -1.046)  -0.46
C (-3.376, -1.385, -0.296)  1.24
C (-3.940, -0.106, -0.151)  0.71
C (-5.161, 0.183, -0.702)  -0.84
H (-5.744, -2.531, -2.412)  0.40
H (-3.753, -3.291, -1.234)  0.07
H (-2.424, -1.600, 0.168)  0.18
H (-3.361, 0.637, 0.407)  -0.43
H (-5.679, 1.108, -0.476)  0.46
C (-2.844, 1.515, -3.057)  -0.96
O (-2.854, 2.424, -4.153)  0.10
P (-3.661, 2.129, -5.483)  0.67
O (-3.381, 3.133, -6.513)  -0.78
O (-3.297, 0.651, -5.789)  -0.28
C (-2.421, 0.202, -6.853)  -0.42
O (-5.146, 2.013, -5.037)  -0.32
C (-5.931, 3.217, -4.922)  -0.73
H (-2.518, 0.528, -3.403)  0.46
H (-3.821, 1.364, -2.606)  0.84
H (-2.223, 1.959, -2.281)  -0.08
H (-3.051, -0.473, -7.442)  0.31
H (-1.602, -0.242, -6.341)  0.00
H (-2.007, 0.961, -7.518)  0.31
H (-5.285, 4.101, -5.000)  0.33
H (-6.513, 3.060, -4.014)  0.25
H (-6.692, 3.321, -5.709)  0.24
C (3.437, -0.865, -2.595)  0.20
O (4.406, -1.814, -2.047)  0.85
P (5.791, -2.066, -2.742)  0.19
O (5.939, -1.762, -4.172)  -0.86
O (6.867, -1.199, -1.889)  -0.40
C (7.020, -1.370, -0.493)  -0.41
O (6.020, -3.554, -2.297)  -0.04
C (7.033, -4.367, -2.921)  -0.93
H (2.559, -1.356, -2.977)  -0.13
H (3.922, -0.266, -3.368)  0.10
H (3.091, -0.202, -1.769)  -0.18
H (6.120, -1.229, 0.095)  0.02
H (7.775, -0.675, -0.130)  0.35
H (7.368, -2.386, -0.340)  0.25
H (7.246, -5.217, -2.286)  0.29
H (7.954, -3.814, -3.095)  0.35
H (6.684, -4.766, -3.824)  0.29
C (-3.882, -2.049, 6.414)  -0.57
O (-4.046, -3.249, 5.653)  -0.49
P (-4.197, -3.111, 4.134)  0.42
O (-3.022, -2.683, 3.345)  0.31
O (-4.680, -4.552, 3.782)  -0.21
C (-5.818, -5.016, 4.371)  -0.90
O (-5.458, -2.190, 4.026)  -0.33
C (-5.880, -1.524, 2.820)  -0.21
H (-3.029, -1.384, 6.150)  0.10
H (-3.630, -2.417, 7.385)  0.41
H (-4.755, -1.398, 6.434)  0.28
H (-5.951, -4.630, 5.387)  0.39
H (-5.803, -6.100, 4.482)  0.25
H (-6.686, -4.794, 3.738)  0.26
H (-6.965, -1.558, 2.830)  0.44
H (-5.371, -1.903, 1.912)  0.18
H (-5.621, -0.445, 2.811)  -0.17
C (-0.377, -1.842, -3.465)  -0.12
O (0.425, -2.743, -2.701)  0.34
P (1.217, -4.023, -3.220)  0.08
O (1.553, -4.960, -2.120)  -0.84
O (0.228, -4.763, -4.222)  -0.16
C (0.333, -6.173, -4.459)  -0.88
O (2.450, -3.451, -3.987)  0.27
C (3.219, -4.360, -4.823)  -1.04
H (-0.511, -2.084, -4.534)  0.59
H (-0.074, -0.815, -3.357)  -0.19
H (-1.372, -1.798, -2.974)  0.21
H (0.358, -6.800, -3.565)  0.33
H (1.073, -6.352, -5.224)  0.31
H (-0.590, -6.378, -5.052)  0.28
H (3.586, -5.136, -4.159)  0.38
H (4.032, -3.777, -5.310)  0.21
H (2.567, -4.765, -5.595)  0.34
C (-1.347, 3.032, 6.799)  -0.60
O (-1.985, 3.332, 5.549)  -0.32
P (-3.280, 2.626, 4.964)  0.64
O (-4.097, 1.858, 5.927)  -0.82
O (-3.976, 3.904, 4.294)  -0.26
C (-5.258, 3.734, 3.689)  -0.66
O (-2.859, 1.786, 3.685)  0.63
C (-3.027, 0.406, 3.640)  -0.29
H (-1.173, 3.987, 7.321)  0.26
H (-0.393, 2.528, 6.637)  0.08
H (-1.987, 2.393, 7.392)  0.34
H (-5.381, 4.569, 2.997)  0.28
H (-6.080, 3.794, 4.421)  0.27
H (-5.429, 2.827, 3.117)  0.18
H (-3.174, 0.136, 2.623)  -0.47
H (-3.882, 0.058, 4.244)  0.85
H (-2.141, -0.068, 4.091)  -0.18
C (-0.962, 4.243, 2.644)  -0.68
O (-0.417, 4.083, 1.386)  0.63
P (-1.116, 4.599, 0.131)  0.16
O (-0.286, 4.461, -1.076)  -0.52
O (-1.541, 6.079, 0.384)  -0.35
C (-0.590, 7.139, 0.391)  -0.60
O (-2.533, 3.966, 0.124)  0.18
C (-3.559, 4.378, -0.847)  -0.74
H (-0.819, 3.371, 3.258)  -0.18
H (-2.036, 4.466, 2.589)  0.41
H (-0.436, 5.083, 3.092)  0.27
H (0.409, 6.792, 0.642)  0.15
H (-0.877, 7.925, 1.115)  0.27
H (-0.539, 7.568, -0.625)  0.28
H (-3.292, 4.064, -1.849)  0.16
H (-3.785, 5.422, -0.667)  0.37
H (-4.409, 3.711, -0.615)  0.11
C (0.888, -2.552, 4.624)  0.10
O (1.693, -1.597, 5.315)  -0.40
P (1.553, -0.062, 5.215)  -0.05
O (0.171, 0.447, 5.342)  -0.20
O (2.436, 0.427, 6.341)  -0.38
C (3.824, 0.171, 6.314)  -0.62
O (2.308, 0.202, 3.875)  0.84
C (2.284, 1.469, 3.228)  -0.42
H (-0.205, -2.362, 4.622)  -0.12
H (1.022, -3.385, 5.257)  0.43
H (1.253, -2.591, 3.614)  -0.17
H (4.376, 0.883, 5.714)  0.23
H (4.060, -0.780, 5.830)  0.19
H (4.245, 0.190, 7.328)  0.34
H (3.140, 2.100, 3.526)  0.38
H (1.356, 1.938, 3.476)  0.16
H (2.352, 1.251, 2.176)  -0.26
C (4.107, 6.799, -0.036)  -0.66
O (4.045, 5.935, 1.129)  -0.28
P (4.553, 4.444, 1.035)  0.63
O (4.207, 3.689, 2.254)  -0.42
O (3.993, 3.865, -0.332)  -0.20
C (2.701, 3.248, -0.258)  0.15
O (6.079, 4.540, 0.725)  -0.31
C (6.944, 5.044, 1.783)  -0.71
H (4.165, 7.809, 0.364)  0.31
H (3.153, 6.802, -0.600)  0.18
H (4.950, 6.602, -0.717)  0.32
H (1.994, 3.870, 0.264)  0.38
H (2.669, 2.231, 0.153)  -0.17
H (2.419, 3.179, -1.288)  -0.05
H (7.293, 4.219, 2.428)  0.23
H (6.388, 5.815, 2.349)  0.33
H (7.802, 5.525, 1.300)  0.26
C (0.658, 2.316, -3.152)  1.26
O (1.513, 2.435, -4.300)  -0.35
P (1.395, 1.528, -5.619)  0.92
O (0.283, 0.577, -5.532)  -0.41
O (1.349, 2.545, -6.856)  -0.48
C (0.311, 3.477, -6.981)  -0.50
O (2.742, 0.827, -5.670)  -0.41
C (4.031, 1.359, -5.466)  -0.76
H (0.459, 3.363, -2.864)  0.41
H (1.259, 1.727, -2.455)  -0.49
H (-0.268, 1.803, -3.350)  -0.60
H (0.408, 4.054, -6.070)  0.25
H (-0.666, 3.025, -6.988)  0.14
H (0.520, 4.033, -7.869)  0.26
H (4.137, 2.063, -4.627)  0.32
H (4.480, 1.795, -6.360)  0.31
H (4.654, 0.543, -5.172)  0.23

2.
A cluster of 2 separate species, C6H13O in total at a distorted geometry. Source: OMol25; level of theory: ωB97M-V/def2-TZVPD.

Output
Energy relative to the best compared isomer or geometry (same formula, charge and spin): 16.6 kcal per mole
Total charge: -1
Highest occupied orbital energy: -2.6 eV

Last column: Mulliken charge in e.
Cartesian coordinates (Å):
C (-1.487, 1.823, 0.316)  -0.36
C (-0.320, 1.652, -0.313)  0.23
C (0.236, 2.627, -1.316)  -1.12
C (-2.167, 0.740, 1.133)  -0.90
H (-2.030, 2.757, 0.145)  0.28
H (0.185, 0.663, -0.218)  0.30
H (1.032, 3.242, -0.888)  0.24
H (0.671, 2.112, -2.176)  0.31
H (-0.548, 3.269, -1.720)  0.30
H (-1.580, -0.168, 0.953)  0.23
H (-3.218, 0.685, 0.829)  0.27
H (-2.172, 1.028, 2.183)  0.25
C (1.333, -1.980, 0.659)  -0.45
O (0.317, -1.165, 0.292)  -0.77
C (1.530, -3.157, -0.363)  -1.13
H (1.232, -2.428, 1.673)  0.24
H (2.327, -1.476, 0.595)  0.19
H (2.486, -3.667, -0.168)  0.37
H (1.473, -2.696, -1.354)  0.27
H (0.701, -3.862, -0.263)  0.25

Number 1: Kohn-Sham gap 0.353 Ha. Number 2: Kohn-Sham gap 0.245 Ha.